{
  "formula": "C4H7N",
  "method": "ωB97M-V with the def2-TZVPD basis set",
  "smiles": "C=NC(=C)C",
  "spin_multiplicity": 1,
  "relative_energy_kcal_mol": 44.9,
  "e_lumo_ev": 0.42,
  "energy_ev": -5749.4709,
  "species": ["C", "N", "C", "C", "C", "H", "H", "H", "H", "H", "H", "H"],
  "positions_angstrom": [[1.90882, 0.39712, -0.63334], [1.19444, -0.23179, 0.21087], [-0.19769, -0.11732, 0.13655], [-0.75130, 0.88396, -0.59496], [-1.09884, -1.01723, 0.96502], [2.94166, 0.57713, -0.34922], [1.61922, 0.60099, -1.67293], [-0.17115, 1.78154, -0.76901], [-1.79342, 0.90442, -0.89406], [-0.79197, -0.88752, 2.02963], [-2.13110, -0.84416, 0.65857], [-0.72867, -2.04713, 0.91290]],
  "nbo_charge": [-0.018, -0.437, 0.158, -0.461, -0.654, 0.172, 0.161, 0.195, 0.200, 0.236, 0.228, 0.220]
}